Record 1
{
  "formula": "C35H47ClCoO3PSSi",
  "method": "ωB97M-V/def2-TZVPD",
  "elements": ["C", "C", "C", "H", "C", "C", "H", "H", "H", "H", "Co", "Cl", "P", "C", "C", "H", "C", "H", "C", "H", "C", "H", "C", "H", "C", "C", "H", "C", "H", "C", "H", "C", "H", "C", "H", "C", "C", "H", "C", "H", "C", "H", "C", "H", "C", "H", "C", "C", "C", "C", "O", "Si", "S", "O", "C", "C", "C", "C", "O", "C", "C", "C", "C", "H", "H", "H", "H", "H", "H", "H", "H", "H", "H", "H", "H", "H", "H", "H", "H", "H", "H", "H", "H", "H", "H", "H", "H", "H", "H", "H"],
  "positions_angstrom": [[1.2212, 1.5731, -1.1760], [1.3495, 0.8488, -2.3809], [0.0659, 0.7845, -3.0064], [2.2839, 0.4600, -2.7622], [-0.8581, 1.4874, -2.1892], [-0.1473, 1.9883, -1.0529], [-0.5596, 2.6051, -0.2660], [2.0261, 1.7772, -0.4786], [-0.1525, 0.3674, -3.9816], [-1.9173, 1.6318, -2.3869], [-0.0450, 0.0358, -1.1244], [-1.9821, -1.2843, -0.9476], [0.4218, -2.2669, -2.6266], [-0.4584, -2.1903, -4.2247], [0.1468, -2.5729, -5.4297], [1.1859, -2.9004, -5.4471], [-0.5929, -2.5453, -6.6145], [-0.1099, -2.8469, -7.5427], [-1.9327, -2.1509, -6.6074], [-2.5066, -2.1443, -7.5360], [-2.5397, -1.7706, -5.4054], [-3.5864, -1.4648, -5.3841], [-1.8064, -1.7902, -4.2245], [-2.2841, -1.5068, -3.2836], [2.1697, -2.5160, -3.0783], [2.7974, -1.6057, -3.9498], [2.2212, -0.8188, -4.4400], [4.1667, -1.7024, -4.1932], [4.6493, -0.9563, -4.8247], [4.9064, -2.7510, -3.6365], [5.9727, -2.8403, -3.8509], [4.2723, -3.6876, -2.8143], [4.8338, -4.5262, -2.4029], [2.9175, -3.5591, -2.5102], [2.4305, -4.2771, -1.8493], [-0.0855, -3.8845, -1.9847], [-0.4168, -4.9206, -2.8639], [-0.4229, -4.7372, -3.9379], [-0.7381, -6.1812, -2.3592], [-0.9775, -6.9844, -3.0553], [-0.7440, -6.4005, -0.9801], [-0.9918, -7.3899, -0.5905], [-0.4337, -5.3579, -0.0990], [-0.4386, -5.5273, 0.9786], [-0.1115, -4.0987, -0.5960], [0.1043, -3.2709, 0.0816], [0.3571, 4.5029, 2.2364], [1.5773, 3.6070, 2.3480], [2.4807, 3.8323, 1.1458], [2.3601, 3.9140, 3.6155], [1.2104, 2.1784, 2.4188], [-0.1026, 1.2096, 2.3433], [0.2666, -0.3876, 1.0316], [-0.4711, 0.5232, 3.7922], [-0.2264, 0.8343, 5.1925], [1.2579, 0.7517, 5.5246], [-0.7512, 2.2209, 5.5329], [-0.9899, -0.2340, 5.9693], [-1.3500, 2.1578, 1.8563], [-2.8161, 2.2732, 1.7876], [-3.4205, 1.0931, 1.0530], [-3.4019, 2.3364, 3.1864], [-3.0800, 3.5667, 1.0343], [0.6829, 5.5549, 2.2728], [-0.3426, 4.3547, 3.0684], [-0.1675, 4.3621, 1.2838], [2.8782, 4.8567, 1.1782], [3.3263, 3.1339, 1.1584], [1.9358, 3.7148, 0.2020], [1.7313, 3.8291, 4.5113], [3.2146, 3.2302, 3.7078], [2.7476, 4.9412, 3.5735], [1.8402, 1.5039, 4.9778], [1.3969, 0.9235, 6.6028], [1.6497, -0.2445, 5.2879], [-1.8301, 2.2865, 5.3531], [-0.5792, 2.4291, 6.5986], [-0.2355, 3.0005, 4.9565], [-2.0570, -0.2113, 5.7139], [-0.6007, -1.2305, 5.7246], [-0.8828, -0.0655, 7.0472], [-3.2318, 0.1574, 1.5886], [-4.5095, 1.2303, 0.9745], [-3.0174, 0.9910, 0.0415], [-3.0006, 3.1901, 3.7445], [-4.4936, 2.4661, 3.1255], [-3.2103, 1.4058, 3.7346], [-2.6486, 4.4176, 1.5767], [-2.6398, 3.5311, 0.0302], [-4.1602, 3.7304, 0.9325]],
  "lumo_energy_ha": [0.0235, -0.0449],
  "orbital_gap_ev": [7.998, 6.636],
  "charge": 0,
  "s_squared": 6.030,
  "homo_energy_ev": [-7.358, -7.859],
  "molar_mass_g_mol": 701.3,
  "total_energy_ha": -4459.71284,
  "spin_multiplicity": 5
}

---

Record 2
{
  "formula": "C48H39N9O5S2Sn",
  "method": "ωB97M-V/def2-TZVPD",
  "elements": ["Sn", "O", "C", "C", "C", "C", "C", "C", "C", "O", "N", "N", "C", "C", "C", "C", "C", "C", "N", "H", "H", "H", "H", "H", "H", "H", "H", "H", "H", "C", "O", "C", "C", "C", "C", "C", "C", "N", "N", "C", "C", "C", "C", "O", "C", "N", "C", "C", "C", "C", "H", "H", "H", "H", "H", "H", "H", "H", "H", "H", "H", "H", "S", "C", "C", "C", "C", "C", "C", "S", "H", "H", "H", "H", "C", "C", "C", "C", "C", "N", "C", "O", "N", "C", "C", "C", "C", "N", "C", "C", "C", "H", "H", "H", "H", "H", "H", "H", "H", "H", "H", "H", "H", "H"],
  "positions_angstrom": [[-1.0294, -0.8298, -0.3894], [-1.7106, 4.1699, -0.1067], [-1.6017, 4.3379, -1.4261], [-1.1452, 5.5577, -1.9286], [-1.0229, 5.7554, -3.2890], [-1.3593, 4.7452, -4.1793], [-1.8145, 3.5350, -3.6924], [-1.9432, 3.3121, -2.3284], [-2.3536, 1.9898, -1.8044], [-2.4092, 1.7839, -0.5615], [-2.7233, 1.1066, -2.7204], [-2.7894, -0.1393, -2.3019], [-3.5284, -0.9927, -2.9088], [-3.5163, -2.3664, -2.5145], [-4.3619, -3.2947, -3.1478], [-4.3634, -4.6028, -2.7214], [-3.5086, -4.9692, -1.6881], [-2.6921, -3.9912, -1.1399], [-2.7001, -2.7371, -1.5255], [-1.9825, 3.1949, 0.0015], [-0.8901, 6.3364, -1.2228], [-0.6634, 6.7053, -3.6623], [-1.2678, 4.9014, -5.2459], [-2.0755, 2.7239, -4.3545], [-4.1932, -0.6945, -3.7252], [-4.9960, -2.9718, -3.9623], [-5.0144, -5.3343, -3.1850], [-3.4856, -5.9831, -1.3171], [-2.0001, -4.2279, -0.3435], [8.0409, -0.6293, 0.1711], [7.2429, -0.5117, -0.9719], [6.6625, -1.6684, -1.4554], [6.9735, -2.9521, -1.0277], [6.3716, -4.0486, -1.6152], [5.4138, -3.9025, -2.6242], [5.1013, -2.5927, -3.0332], [5.7213, -1.5046, -2.4707], [5.0179, -4.9950, -3.3620], [3.8872, -5.1447, -3.9024], [2.7558, -4.4994, -3.5348], [1.8230, -4.2476, -4.5595], [0.7612, -3.4049, -4.3853], [0.4685, -2.7805, -3.1315], [-0.3997, -1.9019, -2.9940], [1.2438, -3.2924, -1.9976], [0.7652, -3.0254, -0.7789], [1.3555, -3.5396, 0.2730], [2.4795, -4.3589, 0.1834], [2.9950, -4.6414, -1.0565], [2.3877, -4.0999, -2.2020], [8.3561, 0.3816, 0.4296], [8.9301, -1.2461, -0.0139], [7.4777, -1.0572, 1.0090], [7.6934, -3.1191, -0.2396], [6.6313, -5.0406, -1.2757], [4.3778, -2.4528, -3.8238], [5.4853, -0.5038, -2.7986], [2.0491, -4.6454, -5.5431], [0.1216, -3.1515, -5.2212], [0.9149, -3.3060, 1.2298], [2.9230, -4.7762, 1.0761], [3.8320, -5.3188, -1.1641], [-2.7276, -1.5854, 1.3855], [-1.8937, -1.9753, 2.8896], [-2.6491, -2.6139, 3.8667], [-2.1258, -2.9405, 5.1023], [-0.8111, -2.6102, 5.3894], [-0.0419, -1.9912, 4.4260], [-0.5461, -1.6750, 3.1628], [0.5388, -0.9390, 2.0168], [-3.6752, -2.8503, 3.6296], [-2.7396, -3.4453, 5.8372], [-0.3865, -2.8420, 6.3587], [0.9897, -1.7405, 4.6304], [-4.6654, 5.3026, 0.6226], [-3.7736, 4.9625, 1.7781], [-3.6481, 3.6504, 2.2140], [-2.8169, 3.3186, 3.2636], [-2.0641, 4.2984, 3.9015], [-1.2210, 4.0069, 4.9830], [-0.7572, 2.7582, 5.3704], [-0.6120, 2.4900, 6.5505], [-0.4707, 1.9127, 4.3504], [-0.0212, 2.3146, 3.0757], [0.9700, 3.2754, 2.9389], [1.4726, 3.5449, 1.6757], [0.9846, 2.8079, 0.6064], [0.0129, 1.9263, 0.7241], [-0.4952, 1.6895, 1.9208], [-2.1994, 5.6203, 3.4838], [-3.0436, 5.9416, 2.4389], [-5.1698, 4.4091, 0.2639], [-4.0710, 5.7110, -0.1937], [-5.4173, 6.0416, 0.9056], [-4.2000, 2.8665, 1.7200], [-2.7602, 2.2908, 3.5858], [-1.2131, 4.6858, 5.7299], [-0.3510, 0.9315, 4.5698], [1.3433, 3.7884, 3.8160], [2.2473, 4.2849, 1.5398], [1.3867, 2.9396, -0.3900], [-1.3468, 1.0302, 1.9561], [-1.6278, 6.3953, 3.9786], [-3.1257, 6.9740, 2.1236]],
  "lumo_energy_ha": 0.1456,
  "orbital_gap_ev": 5.874,
  "charge": -2,
  "homo_energy_ev": -1.912,
  "molar_mass_g_mol": 1004.7,
  "total_energy_ha": -3732.32325,
  "relative_energy_kcal_mol": 24.10
}

---

Record 3
{
  "formula": "C35H32InO6",
  "method": "ωB97M-V/def2-TZVPD",
  "elements": ["C", "C", "C", "C", "In", "C", "O", "C", "C", "O", "H", "H", "H", "H", "H", "H", "H", "H", "H", "H", "H", "H", "H", "H", "H", "H", "C", "C", "C", "C", "C", "C", "C", "O", "C", "C", "C", "C", "C", "C", "C", "O", "H", "H", "H", "H", "H", "H", "H", "H", "C", "C", "C", "C", "C", "C", "C", "O", "C", "C", "C", "C", "C", "C", "C", "O", "H", "H", "H", "H", "H", "H", "H", "H"],
  "positions_angstrom": [[-3.5416, -5.6453, 2.3329], [-2.8245, -6.9954, 2.2277], [-2.6534, -7.4771, 0.7734], [-1.2424, -7.2508, 0.1912], [-1.0995, -5.6935, -1.4026], [-0.5367, -3.7305, -0.4291], [-1.6681, -3.2200, 0.3921], [-2.0613, -1.9910, 0.0090], [-3.1551, -1.9974, -1.0291], [-1.5767, -0.9668, 0.4623], [-4.4721, -5.6655, 1.7698], [-3.7524, -5.4126, 3.3773], [-2.8964, -4.8664, 1.9312], [-1.8313, -6.8776, 2.6633], [-3.3308, -7.7509, 2.8307], [-2.8841, -8.5467, 0.7463], [-3.4183, -7.0034, 0.1553], [-0.5355, -6.9705, 0.9720], [-0.8816, -8.1748, -0.2597], [-2.5938, -5.5282, -2.3600], [0.2932, -6.1205, -2.4687], [-0.2314, -2.9745, -1.1535], [0.3029, -3.8984, 0.2454], [-2.7027, -2.1195, -2.0123], [-3.8142, -2.8470, -0.8841], [-3.7064, -1.0622, -0.9764], [3.9927, -0.0611, -5.6559], [4.3103, 1.2740, -5.8853], [3.5552, 2.2780, -5.3046], [2.4738, 1.9525, -4.4951], [2.1500, 0.6129, -4.2743], [2.9151, -0.3917, -4.8528], [0.9786, 0.2343, -3.4312], [0.7060, -0.9293, -3.2367], [0.1589, 1.3294, -2.8462], [-0.9521, 0.9996, -2.0830], [-1.7174, 2.0010, -1.5104], [-1.3724, 3.3357, -1.6936], [-0.2668, 3.6709, -2.4574], [0.5014, 2.6714, -3.0404], [1.6810, 3.0485, -3.8655], [1.9943, 4.2112, -4.0264], [4.5876, -0.8446, -6.1064], [5.1500, 1.5296, -6.5184], [3.7976, 3.3181, -5.4721], [2.6574, -1.4257, -4.6695], [-1.1992, -0.0369, -1.9209], [-2.5699, 1.7366, -0.8991], [-1.9548, 4.1146, -1.2213], [0.0131, 4.7055, -2.5963], [0.9209, 0.4555, 1.6700], [1.6746, 0.1591, 2.8000], [1.9590, 1.1457, 3.7301], [1.4947, 2.4397, 3.5332], [0.7416, 2.7413, 2.3922], [0.4562, 1.7447, 1.4675], [0.2456, 4.1211, 2.1465], [-0.4266, 4.3928, 1.1726], [0.5962, 5.1788, 3.1404], [0.1817, 6.4850, 2.9125], [0.4871, 7.4774, 3.8274], [1.2047, 7.1687, 4.9784], [1.6217, 5.8694, 5.2092], [1.3234, 4.8710, 4.2903], [1.7979, 3.4795, 4.5496], [2.4139, 3.2187, 5.5635], [0.6822, -0.3192, 0.9552], [2.0362, -0.8485, 2.9554], [2.5386, 0.9192, 4.6139], [-0.1335, 1.9796, 0.5929], [-0.3784, 6.7138, 2.0168], [0.1660, 8.4947, 3.6459], [1.4390, 7.9449, 5.6951], [2.1811, 5.6189, 6.0995]],
  "lumo_energy_ha": 0.0249,
  "orbital_gap_ev": 5.196,
  "charge": -1,
  "homo_energy_ev": -4.518,
  "molar_mass_g_mol": 663.5,
  "total_energy_ha": -1994.50094
}

---

Record 4
{
  "formula": "C8H8N4S",
  "method": "ωB97M-V/def2-TZVPD",
  "elements": ["C", "C", "C", "S", "C", "N", "C", "C", "C", "N", "C", "N", "N", "H", "H", "H", "H", "H", "H", "H", "H"],
  "positions_angstrom": [[0.0845, -3.1111, -2.1617], [-0.9571, -2.4130, -2.6214], [-0.7368, -0.9271, -2.9827], [-1.5954, 0.1769, -1.8202], [-0.4777, 0.3841, -0.4306], [0.7375, -0.1830, -0.5583], [1.5432, -0.0114, 0.4712], [1.1286, 0.5613, 1.6755], [1.9713, 0.7911, 2.8408], [2.5923, 1.0972, 3.7818], [-0.1863, 1.1014, 1.6485], [-0.6344, 1.8181, 2.6605], [-0.9625, 1.0443, 0.5806], [-0.0179, -4.1133, -1.6972], [1.0818, -2.7037, -2.1300], [-1.9835, -2.8185, -2.5819], [-1.1864, -0.7563, -3.9669], [0.2943, -0.6000, -3.0068], [2.5887, -0.3170, 0.3141], [-1.5897, 2.0268, 2.7627], [-0.0087, 1.7632, 3.5400]],
  "lumo_energy_ha": 0.0058,
  "orbital_gap_ev": 9.060,
  "charge": 0,
  "homo_energy_ev": -8.902,
  "molar_mass_g_mol": 192.2,
  "total_energy_ha": -926.84173,
  "smiles": "C=CCSc1ncc(C#N)c(N)n1",
  "relative_energy_kcal_mol": 10.85
}